Here is 2 unconnected molecules or ions with the total composition C8H14N2O3Si at a distorted geometry from the Open Molecules 2025 dataset. Energies are from wB97M-V/def2-TZVPD.

Atoms and positions in Å:
1 C 3.8829 2.2711 1.7925
2 C 4.1040 0.9212 1.7152
3 O 3.5683 0.1184 0.7277
4 Si 2.4019 0.5089 -0.4535
5 O 1.4051 1.6406 -0.2992
6 N 2.4140 -0.9161 -1.3874
7 C 1.8067 -1.9951 -1.1715
8 C 1.1257 -2.3531 0.1000
9 H 4.4654 2.8564 2.4807
10 H 3.2386 2.8136 1.1692
11 H 4.8181 0.2435 2.2208
12 H 1.8808 -2.8142 -1.8438
13 H 0.9215 -3.3854 0.2463
14 H 1.7685 -1.8445 0.9641
15 H 0.2490 -1.7787 0.1944
16 H -1.6417 -1.1382 1.1342
17 N -1.1272 -0.5038 0.5405
18 C -1.8114 0.2278 -0.2647
19 O -1.2337 1.2152 -0.9977
20 C -3.3217 0.0830 -0.5279
21 C -4.0691 -0.7970 0.1292
22 C -3.8435 1.2024 -1.4401
23 H -0.3106 1.3156 -0.6199
24 H -5.0932 -0.9453 -0.1434
25 H -3.6425 -1.5717 0.7241
26 H -3.5686 1.1562 -2.5258
27 H -3.5606 2.1331 -1.0571
28 H -4.8266 1.3360 -1.4069

Summary:
Orbital gap in eV: 9.32
F_max in eV/A: 4.599
SMILES: C=CO[Si](=O)/N=C\C.[H]/N=C(/O)C(=C)C
LUMO in eV: -0.012
E_HOMO in eV: -9.3

Atom charges from the Löwdin analysis, given in e for atoms 1 to 8: number 1, C, carries 0.032; number 2, C, carries -0.222; number 3, O, carries -0.183; number 4, Si, carries 0.504; number 5, O, carries -0.264; number 6, N, carries 0.004; number 7, C, carries -0.255; number 8, C, carries -0.071

Here is a molecular structure, C21H16BrN5O6Pd at a distorted geometry from the Open Molecules 2025 dataset. Energies are from wB97M-V/def2-TZVPD.

Atoms and positions in Å:
1 Pd -0.2820 -0.2218 0.1262
2 Br -0.7324 7.0867 1.6621
3 C -0.9329 5.2008 1.6543
4 C -2.0558 4.6264 2.2581
5 C -2.1832 3.2564 2.2985
6 C -1.1945 2.4352 1.7253
7 C -0.0919 3.0281 1.0813
8 C 0.0462 4.3966 1.0577
9 N -1.2819 1.0625 1.7242
10 C -1.8344 0.3589 2.6527
11 C -1.9873 -1.0684 2.4826
12 C -2.4087 -1.9214 3.5097
13 C -2.4958 -3.2833 3.2625
14 C -2.1756 -3.7572 1.9964
15 C -1.7876 -2.8475 1.0189
16 N -1.6844 -1.5477 1.2549
17 H -2.8146 5.2582 2.6958
18 H -3.0549 2.8127 2.7520
19 H 0.6674 2.3764 0.6466
20 H 0.9075 4.8557 0.5994
21 H -2.1637 0.8160 3.5866
22 H -2.6532 -1.5237 4.4838
23 H -2.8165 -3.9621 4.0396
24 H -2.2315 -4.8089 1.7677
25 H -1.5755 -3.1768 0.0086
26 O 4.6122 -3.5102 -0.8586
27 C 3.8113 -3.6535 -1.8561
28 O 4.0548 -4.2709 -2.8617
29 C 2.4349 -3.0211 -1.7938
30 C 1.4735 -3.2185 -2.7807
31 N 0.3758 -2.5547 -2.4058
32 N 0.5572 -1.9278 -1.2383
33 C 1.8078 -2.1820 -0.8497
34 C 2.3092 -1.5980 0.4648
35 O 3.3367 -2.0541 0.9286
36 O 1.5657 -0.7012 0.9619
37 H 4.2834 -2.9795 -0.0757
38 H 1.5492 -3.8029 -3.6791
39 H -0.5138 -2.4938 -2.8897
40 O 3.0363 0.9806 -2.1414
41 C 1.8875 1.2584 -2.3204
42 C 1.3102 2.0272 -3.5173
43 C -0.1974 2.0536 -3.2753
44 C -0.3430 1.2432 -2.0161
45 O -1.3799 0.8759 -1.4376
46 N 0.8391 0.8905 -1.5124
47 H 1.5991 1.4861 -4.4199
48 H 1.7630 3.0181 -3.5708
49 H -0.7759 1.6193 -4.0903
50 H -0.5797 3.0635 -3.1103

Summary:
Orbital gap (spin up / spin down) in eV: 3.88 / 3.87
Charge: +2
F_max in eV/A: 4.212
LUMO (spin up / spin down) in eV: -10.768 / -10.778
E_HOMO (spin up / spin down) in eV: -14.7 / -14.6

Atom charges from the Löwdin analysis, given in e for atoms 1 to 8: number 1, Pd, carries 1.282; number 2, Br, carries 0.871; number 3, C, carries -0.625; number 4, C, carries -0.075; number 5, C, carries 0.022; number 6, C, carries -0.253; number 7, C, carries 0.000; number 8, C, carries -0.080

Here is a molecular structure, C21H16N6OsS at a distorted geometry from the Open Molecules 2025 dataset. Energies are from wB97M-V/def2-TZVPD.

Atoms and positions in Å:
1 Os 0.3159 0.1906 -0.0666
2 C 4.7393 -0.5729 -3.2569
3 C 3.3427 -0.5127 -3.4005
4 C 2.5330 -0.4308 -2.2929
5 C 3.1077 -0.3902 -0.9985
6 C 4.5162 -0.5039 -0.8573
7 C 5.3025 -0.5598 -1.9778
8 N 2.2863 -0.2693 0.0879
9 N 2.7414 -0.4258 1.2572
10 C 1.8765 -0.4784 2.2807
11 C 2.3007 -0.6582 3.6051
12 C 1.3451 -0.8209 4.5969
13 C -0.0024 -0.7756 4.2483
14 C -0.3615 -0.5527 2.9180
15 N 0.5355 -0.4183 1.9447
16 H 5.3718 -0.6402 -4.1337
17 H 2.9266 -0.5284 -4.4004
18 H 1.4402 -0.4544 -2.4003
19 H 4.9280 -0.5474 0.1439
20 H 6.3868 -0.6001 -1.8754
21 H 3.3608 -0.6855 3.8237
22 H 1.6409 -0.9814 5.6280
23 H -0.7739 -0.9018 4.9968
24 H -1.4077 -0.4958 2.6389
25 N -3.6430 1.3557 -0.5805
26 C -3.9993 0.0309 -0.5356
27 C -5.2258 -0.6191 -0.6257
28 C -5.2056 -2.0155 -0.5740
29 C -4.0003 -2.7387 -0.4513
30 C -2.7771 -2.0953 -0.3340
31 C -2.7693 -0.6917 -0.3733
32 N -1.7408 0.2062 -0.3184
33 C -2.3059 1.4390 -0.4756
34 C -1.4623 2.5906 -0.5958
35 C -1.7876 3.9251 -0.7693
36 S -0.4059 4.8818 -0.9875
37 C 0.5710 3.4703 -0.8325
38 N -0.0916 2.3603 -0.6285
39 H -4.2878 2.1357 -0.6745
40 H -6.1624 -0.0854 -0.7311
41 H -6.1411 -2.5586 -0.6275
42 H -4.0396 -3.8218 -0.4631
43 H -1.8558 -2.6545 -0.2476
44 H -2.7686 4.3681 -0.7735
45 H 1.6459 3.5322 -0.9099

Summary:
Orbital gap (spin up / spin down) in eV: 6.91 / 5.08
Charge: +4
F_max in eV/A: 2.646
Spin multiplicity: 5
LUMO (spin up / spin down) in eV: -13.972 / -15.764
E_HOMO (spin up / spin down) in eV: -20.9 / -20.8

Atom charges from the Löwdin analysis, given in e for atoms 1 to 8: number 1, Os, carries 1.417; number 2, C, carries 0.110; number 3, C, carries 0.039; number 4, C, carries 0.011; number 5, C, carries -0.186; number 6, C, carries 0.081; number 7, C, carries 0.039; number 8, N, carries -0.148

Here is a molecular structure, C40H52F6N3P2STl from the Open Molecules 2025 dataset. Energies are from wB97M-V/def2-TZVPD.

Atoms and positions in Å:
1 Tl -0.5440 0.2879 -0.3033
2 C 2.7092 0.5373 -3.4312
3 C 2.5319 2.0265 -3.1310
4 C 3.8957 2.7146 -3.1860
5 P 1.5165 2.1958 -1.5614
6 C 0.6978 3.8653 -1.7285
7 C 0.1895 4.2843 -0.3459
8 C 1.4470 5.0091 -2.4097
9 C 2.6809 2.3583 -0.1882
10 C 3.6475 3.3767 -0.1549
11 C 4.5428 3.5298 0.8820
12 C 4.4909 2.6120 1.9302
13 C 3.5480 1.6111 1.9465
14 C 2.5671 1.4649 0.9191
15 N 1.5030 0.6164 1.0805
16 C 1.4986 -0.3205 2.1183
17 C 2.4738 -1.3041 2.3012
18 C 2.3421 -2.2401 3.3134
19 C 1.2322 -2.2241 4.1524
20 C 0.2556 -1.2564 3.9821
21 C 0.3902 -0.2937 2.9878
22 P -0.7687 1.0067 2.5105
23 C 0.0541 2.5876 3.0574
24 C -0.9637 3.7302 3.1034
25 C 0.8639 2.4862 4.3500
26 C -2.3240 0.8697 3.5091
27 C -2.2458 0.9936 5.0333
28 C -3.0586 -0.4130 3.1012
29 H 3.2562 0.3942 -4.3672
30 H 3.2709 0.0459 -2.6291
31 H 1.7443 0.0429 -3.5225
32 H 1.8816 2.4539 -3.9014
33 H 4.5300 2.3913 -2.3608
34 H 4.3956 2.4378 -4.1199
35 H 3.8224 3.8024 -3.1601
36 H -0.1670 3.6429 -2.3580
37 H 1.0247 4.5829 0.2933
38 H -0.5008 5.1288 -0.4277
39 H -0.3290 3.4623 0.1598
40 H 2.3190 5.3330 -1.8398
41 H 1.7636 4.7476 -3.4197
42 H 0.7783 5.8716 -2.4872
43 H 3.7003 4.0705 -0.9806
44 H 5.2610 4.3398 0.8782
45 H 5.1930 2.6887 2.7541
46 H 3.5129 0.9367 2.7902
47 H 3.3255 -1.3325 1.6301
48 H 3.1016 -3.0030 3.4427
49 H 1.1251 -2.9728 4.9280
50 H -0.6175 -1.2730 4.6200
51 H 0.7549 2.8019 2.2486
52 H -1.6787 3.6133 3.9212
53 H -0.4432 4.6795 3.2538
54 H -1.5275 3.8034 2.1680
55 H 0.2368 2.2666 5.2156
56 H 1.6215 1.7067 4.2833
57 H 1.3753 3.4367 4.5329
58 H -2.9004 1.7188 3.1307
59 H -1.6774 0.1778 5.4792
60 H -1.7933 1.9317 5.3506
61 H -3.2575 0.9589 5.4479
62 H -2.5525 -1.3002 3.4908
63 H -4.0796 -0.4078 3.4925
64 H -3.1140 -0.5133 2.0172
65 F -0.4651 -4.6326 2.0005
66 C -1.7869 -4.7547 2.0071
67 F -2.0668 -6.0410 1.6799
68 F -2.1967 -4.5990 3.2920
69 C -2.5483 -3.8134 1.1087
70 C -3.8859 -4.1352 0.9560
71 C -4.7161 -3.3244 0.2103
72 C -4.1576 -2.1813 -0.3215
73 N -2.8750 -1.8398 -0.1899
74 C -2.0281 -2.6485 0.4913
75 S -0.3498 -2.2073 0.6101
76 H -4.2721 -5.0263 1.4359
77 H -5.7607 -3.5621 0.0576
78 H -4.7800 -1.4872 -0.8743
79 F 2.0682 -3.5843 -6.2367
80 C 0.8508 -3.8846 -5.7516
81 F -0.0298 -3.7518 -6.7534
82 F 0.8733 -5.1795 -5.3966
83 C 0.5106 -3.0047 -4.5790
84 C -0.6084 -2.1949 -4.5947
85 C -0.8406 -1.3900 -3.4882
86 N -0.0340 -1.3606 -2.4330
87 C 1.0318 -2.1635 -2.4218
88 C 1.3442 -3.0047 -3.4723
89 H -1.2766 -2.1781 -5.4437
90 H -1.7122 -0.7428 -3.4457
91 H 1.6553 -2.1219 -1.5361
92 H 2.2214 -3.6387 -3.4311
93 C -3.9287 1.8742 -2.9336
94 C -3.2897 1.1223 -1.7623
95 C -4.0068 1.4455 -0.4533
96 C -1.8238 1.4782 -1.6684
97 H -5.0018 1.6644 -2.9903
98 H -3.4727 1.5803 -3.8832
99 H -3.7978 2.9548 -2.8146
100 H -3.3847 0.0537 -1.9612
101 H -4.0271 2.5297 -0.2940
102 H -3.4861 0.9882 0.3921
103 H -5.0402 1.0864 -0.4560
104 H -1.2795 1.3727 -2.6097
105 H -1.6881 2.4895 -1.2782

Summary:
Orbital gap in eV: 6.86
F_max in eV/A: 0.728
LUMO in eV: 0.117
E_HOMO in eV: -6.7

Atom charges from the Löwdin analysis, given in e for atoms 1 to 8: number 1, Tl, carries 0.741; number 2, C, carries -0.133; number 3, C, carries -0.527; number 4, C, carries -0.118; number 5, P, carries 1.069; number 6, C, carries -0.541; number 7, C, carries -0.125; number 8, C, carries -0.109

Here is a molecular structure, C25H47ClINO3Si2V at a distorted geometry from the Open Molecules 2025 dataset. Energies are from wB97M-V/def2-TZVPD.

Atoms and positions in Å:
1 O 2.3101 -0.5163 -0.3125
2 O 2.0141 2.7405 -3.5436
3 C 3.4988 0.0500 0.3554
4 C 4.3110 -1.1604 0.7914
5 H 3.3077 0.7118 1.2029
6 H 3.9125 0.6504 -0.4709
7 H 3.6809 -1.7877 1.4554
8 H 5.2414 -0.9518 1.3691
9 H 4.5408 -1.7443 -0.1056
10 C 2.3217 -0.9145 -1.6946
11 C 3.4639 -0.3887 -2.5713
12 H 1.3894 -0.7110 -2.2177
13 H 2.3967 -2.0169 -1.6471
14 H 3.3473 0.6828 -2.8140
15 H 3.4173 -0.8925 -3.5506
16 H 4.4556 -0.6123 -2.1878
17 C 0.6645 2.3408 -3.8016
18 C 2.1445 3.8747 -2.6950
19 C 0.6182 1.4204 -5.0253
20 H 0.0620 3.2307 -4.0310
21 H 0.1851 1.7875 -2.9673
22 H 1.1426 1.8763 -5.8888
23 H -0.4301 1.2171 -5.2965
24 H 1.0865 0.4357 -4.8302
25 C 3.2798 4.7890 -3.1550
26 H 2.3589 3.5814 -1.6495
27 H 1.2302 4.4873 -2.7290
28 H 4.2694 4.3019 -3.2021
29 H 3.3399 5.6002 -2.4134
30 H 3.0549 5.2286 -4.1449
31 H 0.6378 0.1275 0.6172
32 V -0.4110 -0.9047 0.8133
33 C 0.5300 1.1474 1.1219
34 Si -0.7512 2.5917 1.5569
35 H 1.4520 1.2481 1.7220
36 H 0.7452 1.6719 0.1454
37 C 0.4047 3.9699 2.1485
38 C -1.8596 2.1758 2.9642
39 C -1.8805 3.0921 0.1090
40 C 0.5301 -2.7871 0.6081
41 Si -0.4761 -3.6537 -0.7552
42 H 0.3406 -3.2290 1.6321
43 H 1.6241 -2.6928 0.4751
44 C 0.7838 -4.6245 -1.7361
45 C -1.4184 -2.4936 -1.9379
46 C -1.7195 -4.8314 0.0195
47 H -1.3525 3.1716 -0.8566
48 H -2.2840 4.0925 0.3506
49 H -2.7436 2.4097 -0.0131
50 H 1.1218 3.4644 2.8166
51 H -0.0612 4.7998 2.7057
52 H 0.9415 4.3893 1.2835
53 H -1.3202 1.5854 3.7036
54 H -2.7805 1.6643 2.6903
55 H -2.1124 3.1475 3.3984
56 H -0.7328 -1.7015 -2.3200
57 H -2.3092 -2.0228 -1.4623
58 H -1.7439 -3.1231 -2.7977
59 H -2.1547 -5.4245 -0.7973
60 H -2.5392 -4.3374 0.5639
61 H -1.2194 -5.5204 0.7145
62 H 0.2841 -5.4332 -2.2793
63 H 1.4910 -5.0526 -1.0183
64 H 1.3380 -4.0072 -2.4518
65 Cl -6.0886 -1.4500 4.9470
66 C -5.0560 -1.3382 3.6134
67 C -5.5905 -1.1017 2.3540
68 C -4.7837 -0.8674 1.2363
69 I -5.6824 -0.4851 -0.5892
70 C -3.3460 -0.8606 1.3442
71 O -2.4962 -0.5527 0.4213
72 C -2.7947 -1.2055 2.6273
73 N -1.4143 -1.1887 2.6086
74 C -0.8240 -1.3270 3.7886
75 C -1.5344 -1.4567 4.9771
76 C -2.9255 -1.4966 5.0196
77 C -3.6316 -1.3871 3.8056
78 H -6.6511 -1.0486 2.2510
79 H 0.2540 -1.3247 3.7692
80 H -0.9465 -1.5390 5.8847
81 H -3.4589 -1.5903 5.9779

Summary:
Orbital gap (spin up / spin down) in eV: 5.80 / 6.56
Charge: +1
F_max in eV/A: 6.653
Spin multiplicity: 3
LUMO (spin up / spin down) in eV: -4.504 / -3.799
E_HOMO (spin up / spin down) in eV: -10.3 / -10.4

Atom charges from the Löwdin analysis, given in e for atoms 1 to 8: number 1, O, carries -0.289; number 2, O, carries -0.177; number 3, C, carries -0.205; number 4, C, carries -0.057; number 5, H, carries 0.103; number 6, H, carries 0.113; number 7, H, carries 0.082; number 8, H, carries 0.096

Here is a molecular structure, C29H30ClMnN9O4S from the Open Molecules 2025 dataset. Energies are from wB97M-V/def2-TZVPD.

Atoms and positions in Å:
1 Mn 0.0034 -0.3689 -0.0499
2 O 3.7639 1.7381 -0.9676
3 C 3.9547 1.4229 -2.2640
4 C 5.0315 2.0217 -2.9185
5 C 5.2811 1.7479 -4.2494
6 C 4.4662 0.8682 -4.9558
7 C 3.4050 0.2653 -4.3067
8 C 3.1291 0.5267 -2.9654
9 C 1.9663 -0.1213 -2.3024
10 O 1.5150 0.4255 -1.2134
11 N 1.4356 -1.1707 -2.8554
12 N 0.4292 -1.6802 -2.0488
13 C -0.7212 -1.7776 -2.5820
14 C -1.8689 -2.2398 -1.7769
15 C -3.0969 -2.4728 -2.3791
16 C -4.1691 -2.8429 -1.5818
17 C -3.9744 -2.9704 -0.2172
18 C -2.7113 -2.7032 0.2942
19 N -1.6811 -2.3358 -0.4558
20 H 2.8879 1.3551 -0.7207
21 H 5.6549 2.7049 -2.3565
22 H 6.1174 2.2273 -4.7431
23 H 4.6603 0.6571 -5.9987
24 H 2.7573 -0.4270 -4.8283
25 H -0.9005 -1.4680 -3.6118
26 H -3.2040 -2.3553 -3.4491
27 H -5.1428 -3.0230 -2.0183
28 H -4.7813 -3.2466 0.4472
29 H -2.5318 -2.7655 1.3618
30 C 1.3911 -3.9209 3.0454
31 N 1.4023 -2.5645 3.5637
32 C 2.4432 -2.3359 4.5624
33 C 1.0386 -1.5576 2.6958
34 N 0.8286 -1.7089 1.4394
35 N 0.8288 -0.3421 3.3280
36 C 0.6918 0.9195 2.7418
37 N 0.5707 1.9178 3.6836
38 N 0.6382 1.0882 1.4843
39 H 1.4462 -4.6091 3.8868
40 H 2.2413 -4.1228 2.3826
41 H 0.4639 -4.1115 2.5076
42 H 2.2199 -2.9066 5.4633
43 H 2.5117 -1.2844 4.8217
44 H 3.4189 -2.6530 4.1805
45 H 1.1161 -2.6156 1.0926
46 H 0.6006 -0.3915 4.3065
47 H 1.1958 1.8762 4.4735
48 H 0.4910 2.8418 3.2764
49 H 0.5792 2.0889 1.2649
50 Cl -5.9606 -1.2050 4.5736
51 C -5.0553 -0.5168 3.2557
52 C -3.6887 -0.7329 3.1887
53 C -2.9781 -0.1992 2.1253
54 C -3.6167 0.5555 1.1497
55 C -4.9833 0.7838 1.2536
56 C -5.7132 0.2386 2.2980
57 C -2.8506 1.1352 -0.0134
58 O -3.3208 2.1001 -0.6223
59 O -1.7365 0.5821 -0.2909
60 H -3.1976 -1.3128 3.9588
61 H -1.9100 -0.3653 2.0508
62 H -5.4617 1.3949 0.5001
63 H -6.7792 0.4001 2.3788
64 S 0.2093 4.3672 0.7863
65 C 0.5634 3.7935 -0.7769
66 N -0.3906 3.1759 -1.5160
67 C -0.2015 2.6610 -2.7494
68 C 1.0068 2.7659 -3.3654
69 C 2.0395 3.4157 -2.6634
70 C 1.8274 3.9098 -1.4061
71 H -1.3303 3.0470 -1.1288
72 H -1.0712 2.1726 -3.1644
73 H 1.1658 2.3460 -4.3469
74 H 3.0194 3.5059 -3.1161
75 H 2.6211 4.3813 -0.8468

Summary:
Orbital gap (spin up / spin down) in eV: 7.35 / 7.33
F_max in eV/A: 0.576
Spin multiplicity: 6
LUMO (spin up / spin down) in eV: -0.033 / -0.074
E_HOMO (spin up / spin down) in eV: -7.4 / -7.4

Atom charges from the Löwdin analysis, given in e for atoms 1 to 8: number 1, Mn, carries 0.830; number 2, O, carries 0.048; number 3, C, carries -0.310; number 4, C, carries -0.034; number 5, C, carries -0.086; number 6, C, carries -0.092; number 7, C, carries -0.039; number 8, C, carries -0.104

Here is a single C4H9BrO2S molecule at a distorted geometry from the Open Molecules 2025 dataset. Energies are from wB97M-V/def2-TZVPD.

Atoms and positions in Å:
1 C -0.4250 -2.0393 -0.3132
2 C 0.2880 -0.7753 -0.7920
3 C 1.2526 -0.3163 0.2592
4 Br 2.9989 -1.0720 0.1952
5 S 1.6736 1.6665 -0.1893
6 C 0.2483 2.5597 0.6093
7 O 1.6067 1.9657 -1.5794
8 O 2.9237 2.0421 0.5459
9 H -1.2621 -1.7580 0.3202
10 H -0.5129 -2.6481 -1.2967
11 H 0.3226 -2.6547 0.1890
12 H 0.7632 -1.0787 -1.6980
13 H -0.2539 0.1813 -0.8097
14 H 0.9335 -0.1303 1.2827
15 H 0.5095 3.5405 0.5775
16 H -0.5667 2.1438 0.0471
17 H 0.2649 2.1384 1.5881

Summary:
Orbital gap in eV: 10.22
F_max in eV/A: 4.706
SMILES: CC[C@@H](Br)S(C)(=O)=O
LUMO in eV: 0.453
E_HOMO in eV: -9.8

Atom charges from the Löwdin analysis, given in e for atoms 1 to 8: number 1, C, carries -0.095; number 2, C, carries -0.349; number 3, C, carries -0.741; number 4, Br, carries 0.762; number 5, S, carries 0.622; number 6, C, carries -0.095; number 7, O, carries -0.333; number 8, O, carries -0.412